Entry from the Open Molecules 2025 dataset: a molecular structure, C23H42CaCl2N2O3P in a non-equilibrium geometry (the ωB97M-V functional and the def2-TZVPD basis).

```
74
Properties=species:S:1:pos:R:3:lowdin_charge:R:1
O 3.522 1.067 -4.107 -0.04
C 3.234 1.304 -5.267 -0.23
C 3.283 2.653 -5.923 -0.19
C 3.566 3.781 -5.139 -0.02
H 3.731 3.651 -4.070 0.12
C 3.634 5.040 -5.731 -0.08
H 3.857 5.905 -5.108 0.10
C 3.420 5.190 -7.110 -0.09
H 3.466 6.180 -7.569 0.10
C 3.142 4.058 -7.901 -0.09
H 2.978 4.168 -8.979 0.10
C 3.077 2.793 -7.305 -0.05
H 2.869 1.894 -7.899 0.11
H 2.919 0.486 -5.955 0.12
C -2.179 0.797 -2.194 -0.23
C -2.227 -0.125 -1.068 -0.36
H -3.165 0.994 -2.639 0.04
H -1.481 0.418 -2.963 0.05
H -1.732 1.758 -1.872 0.03
C -3.010 -0.945 -0.425 -0.31
C -4.509 -1.142 -0.653 -0.15
H -2.641 -1.616 0.378 0.05
H -4.869 -0.519 -1.480 0.05
H -5.078 -0.897 0.251 0.03
H -4.736 -2.193 -0.862 0.04
Ca 0.136 0.249 -0.276 0.77
Cl -0.104 2.760 0.321 -0.30
Cl 1.533 -0.161 -2.425 -0.19
C -1.900 0.615 2.345 -0.28
O -1.037 -0.115 1.792 -0.19
N -2.525 0.334 3.496 -0.17
C -2.230 -0.804 4.371 -0.03
C -3.622 1.161 3.970 -0.06
H -2.195 1.553 1.856 0.11
H -1.485 -1.484 3.947 0.06
H -3.162 -1.355 4.564 0.09
H -1.880 -0.425 5.346 0.09
H -3.801 1.952 3.237 0.09
H -3.384 1.597 4.952 0.09
H -4.530 0.553 4.097 0.09
H 0.502 -5.581 0.690 0.08
H 2.912 -5.363 -0.261 0.09
C 0.161 -4.937 -0.129 -0.04
C 2.463 -4.729 -1.039 -0.05
N 1.266 -4.076 -0.534 -0.19
H -0.701 -4.344 0.187 0.09
C 1.167 -2.744 -0.547 -0.36
O 0.218 -2.109 -0.025 -0.17
H 3.169 -3.944 -1.337 0.09
H 1.995 -2.219 -1.047 0.05
H -0.108 -5.587 -0.968 0.09
H 2.219 -5.367 -1.900 0.09
C 1.136 -3.332 3.281 -0.15
C 0.898 -1.833 3.351 -0.45
P 2.222 -0.898 2.453 0.98
C 1.878 0.885 2.835 -0.42
C 1.192 1.250 4.145 -0.15
C 3.649 -1.178 3.614 -0.44
C 3.515 -0.747 5.067 -0.17
H 1.007 -3.695 2.257 0.04
H 0.413 -3.867 3.917 0.07
H 2.146 -3.603 3.619 0.05
H -0.015 -1.570 2.794 0.03
H 0.791 -1.485 4.392 0.06
H 2.881 1.365 2.785 0.09
H 1.281 1.286 1.998 -0.03
H 1.895 1.381 4.971 0.05
H 0.684 2.210 4.009 0.07
H 0.438 0.522 4.462 0.04
H 3.902 -2.247 3.539 0.05
H 4.461 -0.602 3.140 0.07
H 2.552 -1.004 5.520 0.06
H 4.296 -1.234 5.661 0.06
H 3.655 0.332 5.176 0.06
```

Its relative energy (zero: lowest compared OMol25 entry of this formula, charge and spin) is 0.0 kcal per mole. Its total charge is -1. Its frontier orbital gap is 4.44 eV.

Entry from the Open Molecules 2025 dataset: a molecular structure, C23H42Cl8N2O11 in a non-equilibrium geometry (the ωB97M-V functional and the def2-TZVPD basis).

```
86
Properties=species:S:1:pos:R:3:lowdin_charge:R:1
C -1.638 -2.694 0.931 -0.12
C -2.112 -4.089 1.320 -0.12
O -1.313 -4.434 2.419 0.09
C -0.574 -3.385 2.820 -0.57
O 0.186 -3.418 3.724 0.17
O -0.841 -2.308 2.042 0.03
H -2.437 -1.960 0.820 0.10
H -1.106 -2.705 -0.024 0.12
H -1.983 -4.791 0.494 0.14
H -3.197 -4.097 1.472 0.13
C -1.345 0.464 4.989 -0.12
C -0.309 0.524 6.137 -0.07
O 0.657 1.428 5.574 0.05
C 0.143 2.099 4.571 -0.63
O 0.710 2.962 3.971 0.14
O -1.110 1.670 4.264 0.04
H -2.342 0.465 5.425 0.13
H -1.178 -0.385 4.328 0.11
H 0.197 -0.417 6.325 0.13
H -0.770 0.961 7.019 0.13
C -0.109 0.840 1.145 -0.06
C -0.695 0.772 -0.287 -0.29
O 0.347 0.058 -0.965 -0.05
C 1.504 0.338 -0.356 -0.54
O 2.599 0.199 -0.810 0.06
O 1.273 0.642 0.938 0.05
H -0.509 0.054 1.786 0.11
H -0.389 1.815 1.546 0.14
H -0.885 1.744 -0.735 0.04
H -1.583 0.147 -0.257 0.07
C -1.372 -0.272 -1.637 -0.18
C -2.227 -1.215 -2.451 -0.50
O -2.428 -2.354 -2.039 0.03
N -2.650 -0.819 -3.675 0.02
C -3.386 -1.720 -4.537 -0.07
H -1.935 0.583 -1.250 0.08
H -0.700 0.188 -2.365 0.10
H -0.845 -0.786 -0.845 0.10
H -2.768 0.176 -3.789 0.14
H -3.205 -2.749 -4.238 0.08
H -3.219 -1.613 -5.604 0.08
H -4.457 -1.603 -4.341 0.08
C -4.615 0.368 -1.007 0.01
C -4.109 0.759 0.377 -0.53
O -3.571 1.831 0.612 0.03
N -4.078 -0.248 1.293 0.00
C -3.613 -0.113 2.650 -0.06
H -4.139 0.979 -1.764 0.07
H -5.693 0.527 -1.040 0.09
H -4.376 -0.686 -1.150 0.07
H -4.512 -1.108 1.007 0.13
H -3.608 0.896 3.058 0.09
H -2.612 -0.514 2.799 0.05
H -4.399 -0.617 3.223 0.10
Cl 4.605 -2.849 1.952 0.56
C 4.349 -1.099 2.062 -0.68
C 3.397 -0.847 3.237 -0.65
Cl 3.307 0.898 3.591 0.62
H 3.949 -0.808 1.096 0.02
H 5.273 -0.574 2.296 0.06
H 3.721 -1.409 4.108 0.06
H 2.385 -1.154 2.981 0.05
Cl 5.676 0.488 -0.947 0.63
C 5.645 1.732 -2.203 -0.65
C 4.345 2.490 -1.988 -0.71
Cl 4.144 3.766 -3.215 0.57
H 5.755 1.312 -3.198 0.03
H 6.504 2.365 -1.991 0.07
H 4.356 3.045 -1.054 0.05
H 3.476 1.845 -1.964 0.01
Cl 1.440 3.437 -0.810 0.71
C 0.726 3.795 -2.398 -0.60
C -0.531 2.975 -2.644 -0.63
Cl -1.936 3.505 -1.715 0.67
H 1.424 3.522 -3.186 0.04
H 0.537 4.865 -2.424 0.07
H -0.334 1.934 -2.407 0.03
H -0.749 3.082 -3.706 0.09
Cl 1.188 -1.141 -4.051 0.57
C 2.727 -1.238 -3.109 -0.60
C 3.926 -1.091 -4.026 -0.61
Cl 3.870 0.436 -4.965 0.55
H 2.685 -2.236 -2.677 0.08
H 2.670 -0.537 -2.280 0.00
H 3.912 -1.885 -4.768 0.06
H 4.882 -1.017 -3.517 0.05
```

Its frontier orbital gap is 9.22 eV.

Question: Which formula does entry 1 have?
Answer: C23H42CaCl2N2O3P